Entry 1:
Formula: C2H4NO2S
Source: the OMol25 dataset
Level of theory: ωB97M-V/def2-TZVPD

Summary:
- relative energy (zero: lowest compared OMol25 entry of this formula, charge and spin) (kcal/mol) = 61.2
- total charge = -1
- orbital gap (hartree) = 0.2601

Each line ends with the Löwdin charge.
Cartesian coordinates (Å):
C: 1.454943 -1.035536 -0.971049  -0.01
C: 1.042489 0.685436 0.777501  -0.18
N: 1.447705 -0.286633 -0.108643  -0.13
O: -1.464362 -1.351942 -1.862804  -0.68
O: -1.721716 0.792711 -0.637559  -0.68
S: -2.140069 -0.625671 -0.729053  0.51
H: -1.272934 -1.182913 0.428859  -0.06
H: 1.254339 0.462543 1.821988  0.07
H: -0.118654 0.929104 0.756366  0.09
H: 1.518262 1.612900 0.524398  0.07

Cartesian forces, eV/Å:
C 0.63 -2.12 -2.22
C -2.86 1.84 1.53
N -0.53 0.84 1.27
O -0.81 0.49 0.53
O -0.06 0.99 0.03
S 1.72 -1.76 0.32
H -1.01 0.36 -0.77
H 0.37 -0.30 -0.07
H 2.17 -0.90 -0.58
H 0.39 0.57 -0.04

Entry 2:
Formula: C2H4NO3
Source: the OMol25 dataset
Level of theory: ωB97M-V/def2-TZVPD

Summary:
- relative energy (zero: lowest compared OMol25 entry of this formula, charge and spin) (kcal/mol) = 46.6
- total charge = +1
- orbital gap (hartree) = 0.2111

Each line ends with the Löwdin charge.
Cartesian coordinates (Å):
C: 0.669746 -0.717490 0.137403  0.03
C: 0.027671 -0.211988 -0.869717  -0.27
N: -1.923329 1.351811 -3.543268  -0.06
O: -2.244916 0.304229 -3.722160  0.47
O: -0.662333 0.233820 -1.677989  0.13
O: -1.617899 2.418618 -3.516140  0.48
H: 1.774132 -0.672971 0.281881  0.10
H: 0.038676 -0.599037 1.097344  0.13
H: 2.014090 -1.115766 6.283479  0.00
H: 1.924161 -0.991228 5.529168  0.00

Cartesian forces, eV/Å:
C 0.21 0.92 2.06
C 1.03 -0.49 1.83
N -0.07 -0.37 -0.95
O -0.11 -0.02 0.36
O -1.04 0.57 -1.82
O 0.15 0.31 0.57
H -1.14 -0.38 -0.49
H 0.98 -0.54 -1.57
H -0.11 0.16 -0.94
H 0.11 -0.16 0.94